ORCA calculation (ωB97M-V with the def2-TZVPD basis set) on C30H34FeN4S5 as an isolated structure at a distorted geometry.

The total energy is -126180.697 eV. Its spin multiplicity is 6. The calculation puts the energy above the lowest of the compared OMol25 structures with the same formula, charge and spin at 68.6 kJ/mol. Its LUMO energy (spin up / spin down) is -0.1111 / -0.2016 Ha. As for the strongest force on any atom: 1.054 eV/Å. The value obtained for the highest occupied orbital energy (spin up / spin down) is -10.2 / -10.2 eV. Its net charge is +1. The frontier orbital gap (spin up / spin down) is 0.263 / 0.172 Eh.

Positions of all 74 atoms, in Å:
Fe: 0.23435 -0.20961 0.17308
C: 1.46859 0.94768 4.76327
C: 0.09131 0.57189 4.22322
C: -0.97226 0.85605 5.29277
C: -0.25940 1.29452 2.93323
C: 0.53565 2.29799 2.38129
C: 0.09434 3.05358 1.29835
C: -1.12854 2.80754 0.68784
C: -1.62718 3.64818 -0.45626
C: -1.90569 1.76176 1.19794
C: -1.49109 1.04156 2.31351
H: 1.69477 0.35685 5.65335
H: 1.49365 2.00216 5.05338
H: 2.25826 0.78020 4.02976
H: 0.06721 -0.50449 4.01872
H: -1.07578 1.93361 5.44694
H: -0.68240 0.40103 6.24258
H: -1.94904 0.45535 5.01541
H: 1.49071 2.54694 2.82883
H: 0.70476 3.87930 0.95146
H: -1.54501 3.10224 -1.40027
H: -1.05110 4.56828 -0.55034
H: -2.67627 3.91145 -0.31232
H: -2.88164 1.56829 0.76258
H: -2.16730 0.32194 2.75607
C: -0.29531 -2.92431 -1.77224
N: 0.02128 -1.50126 -1.60129
C: 0.26766 -0.83243 -2.67725
C: 0.63410 0.52032 -2.61289
C: 1.03384 1.40605 -3.61203
C: 1.36709 2.59676 -2.96538
C: 1.14581 2.37569 -1.60578
N: 0.69247 1.12766 -1.38503
C: 0.80627 -3.88310 -1.35572
C: 1.24267 -3.99147 -0.03661
C: 2.21154 -4.91968 0.31994
C: 2.77044 -5.75316 -0.64337
C: 2.35855 -5.64049 -1.96256
C: 1.38132 -4.71479 -2.31170
H: -0.51903 -3.12048 -2.82075
H: -1.19408 -3.15121 -1.20433
H: 0.21723 -1.31064 -3.65661
H: 1.06861 1.19825 -4.67528
H: 1.72792 3.51215 -3.41259
H: 1.30410 3.06872 -0.79418
H: 0.81507 -3.34113 0.71762
H: 2.52033 -5.01070 1.35696
H: 3.51852 -6.48564 -0.36428
H: 2.79790 -6.27611 -2.72218
H: 1.06235 -4.64220 -3.34726
C: 2.46553 -1.92748 2.79772
C: 2.88471 -1.60166 1.40701
N: 2.22306 -0.88844 0.51197
C: 2.98284 -0.87557 -0.65420
C: 4.11551 -1.57994 -0.44566
N: 4.03637 -2.02825 0.86192
H: 1.38902 -1.79447 2.90234
H: 2.96496 -1.28385 3.52019
H: 2.71984 -2.96045 3.04524
H: 2.65848 -0.35028 -1.54210
H: 4.95262 -1.80094 -1.09034
H: 4.72107 -2.59801 1.32487
C: -0.61143 -4.73908 3.43679
S: -2.22739 -4.06200 3.91644
C: -2.98871 -3.95475 2.34205
C: -2.62227 -3.08196 1.28936
S: -1.46969 -1.89187 1.46128
S: -3.57076 -3.27418 -0.16252
C: -4.62692 -4.53001 0.41102
S: -5.77796 -5.21481 -0.49005
S: -4.29807 -4.99930 2.05702
H: -0.05468 -4.84236 4.36851
H: -0.09655 -4.05982 2.76058
H: -0.74349 -5.71676 2.97867